Record 1
ORCA calculation (ωB97M-V with the def2-TZVPD basis set) on a molecular structure, C42H37Cl2F3N7S3Y.

HOMO energy (eV): -0.20
LUMO (eV): 3.804
DFT total energy (eV): -121335.670
Energy relative to the best compared isomer or geometry (same formula, charge and spin) (kJ/mol): 95.1
Gap between HOMO and LUMO (Ha): 0.1472

```
! wB97M-V def2-TZVPD RIJCOSX def2/J DEFGRID3
* xyz -2 1
Y -0.23 0.31 -0.29
C 1.50 -1.57 2.05
N 0.37 -0.64 2.19
C 0.80 0.51 3.02
C 1.85 1.36 2.33
N 1.25 2.15 1.25
C 2.35 2.68 0.41
C 0.41 3.25 1.68
C 0.51 3.81 2.94
C -0.27 4.90 3.32
C -1.15 5.44 2.40
C -1.27 4.88 1.14
C -0.51 3.78 0.75
S -0.76 3.07 -0.83
C -0.79 -1.22 2.82
C -0.70 -2.37 3.59
C -1.82 -2.92 4.20
C -3.05 -2.30 4.05
C -3.14 -1.14 3.30
C -2.04 -0.58 2.65
S -2.24 0.82 1.62
H 1.96 -1.80 3.02
H 2.27 -1.15 1.39
H 1.14 -2.50 1.61
H 1.20 0.12 3.97
H -0.08 1.12 3.24
H 2.63 0.75 1.86
H 2.35 1.99 3.07
H 2.98 3.35 1.01
H 2.94 1.83 0.06
H 1.92 3.24 -0.43
H 1.20 3.40 3.67
H -0.17 5.31 4.32
H -1.77 6.29 2.68
H -1.98 5.28 0.43
H 0.26 -2.86 3.71
H -1.72 -3.83 4.78
H -3.93 -2.72 4.52
H -4.10 -0.66 3.16
S -2.23 1.27 -4.59
C -3.55 0.77 -3.63
C -3.14 0.35 -2.40
C -1.72 0.39 -2.18
C -1.12 0.88 -3.31
C 0.32 1.14 -3.47
C 0.85 1.70 -4.63
C 2.22 1.90 -4.70
C 3.02 1.52 -3.64
C 2.42 0.97 -2.51
N 1.10 0.79 -2.44
H -4.56 0.83 -4.01
H -3.85 0.04 -1.65
H 0.21 1.99 -5.44
H 2.66 2.35 -5.59
H 4.09 1.66 -3.64
H 3.00 0.64 -1.64
F -4.51 -6.07 -0.91
C -4.17 -5.66 0.34
F -5.33 -5.43 0.98
F -3.61 -6.72 0.94
C -3.27 -4.45 0.31
C -3.81 -3.18 0.20
C -2.95 -2.10 0.13
N -1.62 -2.24 0.13
C -1.11 -3.46 0.26
C -1.89 -4.60 0.35
H -4.88 -3.02 0.19
H -3.32 -1.09 0.10
H -0.03 -3.55 0.27
H -1.43 -5.57 0.45
N -1.02 -2.56 -3.00
C 0.15 -2.94 -2.41
C 0.67 -4.22 -2.67
C 1.89 -4.56 -2.14
C 2.59 -3.62 -1.39
C 2.00 -2.39 -1.16
N 0.79 -2.06 -1.63
H -1.68 -3.28 -3.24
H -1.41 -1.67 -2.71
H 0.11 -4.90 -3.30
H 2.31 -5.54 -2.32
H 3.56 -3.82 -0.96
H 2.55 -1.62 -0.59
Cl 4.49 -2.87 1.40
C 5.39 -1.36 1.20
C 6.62 -1.29 1.79
C 7.46 -0.18 1.62
C 7.00 0.81 0.75
C 5.77 0.73 0.16
Cl 5.36 2.01 -1.00
C 4.73 -0.30 0.40
N 3.53 -0.28 -0.01
H 6.95 -2.13 2.40
H 8.43 -0.12 2.09
H 7.63 1.67 0.52
*
```

Record 2
ORCA calculation (ωB97M-V with the def2-TZVPD basis set) on a gas-phase ion, C3H12N5 (charge +1) at a distorted geometry.

HOMO energy (eV): -13.44
LUMO (eV): -2.834
DFT total energy (eV): -10746.519
SMILES: [H]/N=C(/N)N(N)[NH+](C)C
Energy relative to the best compared isomer or geometry (same formula, charge and spin) (kJ/mol): 471.6
Gap between HOMO and LUMO (Ha): 0.3898

```
! wB97M-V def2-TZVPD RIJCOSX def2/J DEFGRID3
* xyz 1 1
H -1.27 0.71 -2.93
N -0.74 1.26 -2.26
C 0.05 0.99 -1.34
N 0.35 2.21 -0.65
N 0.55 -0.20 -0.70
N 0.18 -1.42 -1.18
N 0.18 -0.08 0.81
C -1.18 -0.51 1.10
C 1.10 -0.99 1.66
H -0.30 2.98 -0.92
H 1.19 2.62 -0.29
H -0.62 -1.50 -1.74
H 0.88 -1.79 -1.84
H 0.42 0.89 0.93
H -1.80 -0.17 0.24
H -1.31 -1.52 1.35
H -1.56 -0.12 2.10
H 0.99 -2.00 1.36
H 2.08 -0.53 1.62
H 0.79 -0.83 2.67
*
```

Record 3
ORCA calculation (ωB97M-V with the def2-TZVPD basis set) on a molecular structure, C8H24BeNO11 at a distorted geometry.

HOMO energy (eV): -11.89
LUMO (eV): -9.905
DFT total energy (eV): -33076.122
Energy relative to the best compared isomer or geometry (same formula, charge and spin) (kJ/mol): 1142.0
Gap between HOMO and LUMO (Ha): 0.0730

```
! wB97M-V def2-TZVPD RIJCOSX def2/J DEFGRID3
* xyz 1 1
Be -2.96 2.10 2.87
N 1.36 0.84 -0.09
O 2.08 1.61 -0.71
O 1.47 -0.39 -0.27
O 0.41 1.22 0.65
C 1.80 1.65 -5.24
C 3.07 0.74 -5.38
O 3.82 0.57 -4.14
O 1.90 2.89 -4.65
H 1.11 1.08 -4.62
H 1.28 1.79 -6.18
H 3.77 1.09 -6.13
H 2.66 -0.22 -5.70
H 3.34 1.02 -3.44
H 2.26 2.88 -3.77
C -2.28 5.58 0.51
C -2.77 4.68 -0.67
O -3.22 3.31 -0.29
O -3.09 5.34 1.61
H -2.29 6.61 0.14
H -1.26 5.33 0.80
H -1.91 4.47 -1.30
H -3.59 5.19 -1.18
H -3.58 2.94 -1.10
H -3.72 6.02 1.85
C -2.67 -1.60 5.80
C -1.41 -1.90 4.95
O -1.66 -1.61 3.55
O -3.07 -0.20 5.75
H -2.67 -1.89 6.85
H -3.50 -2.19 5.42
H -1.09 -2.91 4.70
H -0.47 -1.41 5.19
H -0.84 -1.76 3.06
H -3.64 0.04 6.48
C 2.90 -5.65 -0.22
C 1.51 -5.77 -0.80
O 0.67 -4.80 -0.32
O 3.45 -4.48 -0.72
H 3.61 -6.47 -0.37
H 2.88 -5.59 0.87
H 0.99 -6.73 -0.69
H 1.48 -5.62 -1.88
H 1.10 -3.95 -0.29
H 2.76 -3.84 -0.88
*
```

Record 4
ORCA calculation (ωB97M-V with the def2-TZVPD basis set) on a single C5H8ClNO molecule at a distorted geometry.

HOMO energy (eV): -9.87
LUMO (eV): 0.701
DFT total energy (eV): -21374.814
SMILES: CC/C(Cl)=C/C(N)=O
Energy relative to the best compared isomer or geometry (same formula, charge and spin) (kJ/mol): 47.5
Gap between HOMO and LUMO (Ha): 0.3884

```
! wB97M-V def2-TZVPD RIJCOSX def2/J DEFGRID3
* xyz 0 1
C 0.09 -1.52 1.93
C 0.58 -1.60 0.46
C 0.34 -0.41 -0.42
Cl 0.89 -0.68 -2.05
C -0.29 0.68 -0.02
C -0.70 1.95 -0.74
N -0.38 2.16 -2.03
O -1.18 2.84 -0.08
H 0.65 -0.72 2.41
H -0.96 -1.24 1.95
H 0.30 -2.45 2.45
H 1.63 -1.91 0.35
H 0.10 -2.41 -0.12
H -0.46 0.82 1.04
H 0.02 1.49 -2.65
H -0.63 3.00 -2.49
*
```

Record 5
ORCA calculation (ωB97M-V with the def2-TZVPD basis set) on 5 unconnected molecules or ions with the total composition C18H33FN4O9P2S at a distorted geometry.

HOMO energy (eV): -8.89
LUMO (eV): -1.686
DFT total energy (eV): -75720.336
SMILES: O=C1C=C(PP(=O)(O)O)C(=O)C(S)=C1F.CN(C)C=O.CN(C)C=O.CN(C)C=O.CN(C)C=O
Gap between HOMO and LUMO (Ha): 0.2649

```
! wB97M-V def2-TZVPD RIJCOSX def2/J DEFGRID3
* xyz 0 1
O -1.00 4.34 2.68
C -0.73 3.17 2.54
C -1.20 2.34 1.40
C -1.08 1.01 1.45
P -1.20 -0.01 -0.04
P 0.89 -0.57 -0.19
O 1.20 -1.13 -1.51
O 1.27 -1.60 0.99
O 1.73 0.77 0.12
C -0.80 0.42 2.81
O -1.40 -0.52 3.26
C 0.25 1.15 3.60
S 1.35 0.26 4.65
C 0.22 2.48 3.47
F 1.05 3.28 4.09
H -1.52 2.86 0.50
H -1.68 -1.25 0.42
H 1.02 -1.28 1.86
H 1.79 1.00 1.06
H 2.46 0.68 4.03
C -6.90 3.55 -0.74
N -5.68 3.13 -0.09
C -5.23 3.81 1.11
C -4.93 2.11 -0.56
O -3.90 1.73 -0.04
H -6.83 4.59 -1.06
H -7.76 3.45 -0.07
H -7.07 2.93 -1.62
H -4.25 4.25 0.96
H -5.17 3.11 1.95
H -5.94 4.59 1.35
H -5.34 1.65 -1.48
C 3.05 5.21 0.38
N 3.87 4.41 1.26
C 5.07 3.78 0.74
C 3.56 4.23 2.56
O 4.22 3.55 3.33
H 2.67 4.61 -0.45
H 3.61 6.05 -0.03
H 2.20 5.60 0.94
H 5.02 2.70 0.85
H 5.96 4.13 1.28
H 5.17 4.03 -0.31
H 2.64 4.75 2.86
C -1.22 -4.08 -4.18
N -1.72 -4.10 -2.82
C -2.67 -5.12 -2.42
C -1.31 -3.20 -1.91
O -1.69 -3.20 -0.74
H -2.04 -3.94 -4.89
H -0.70 -5.01 -4.43
H -0.52 -3.25 -4.30
H -3.59 -4.67 -2.07
H -2.26 -5.72 -1.61
H -2.88 -5.76 -3.28
H -0.58 -2.47 -2.29
C 2.92 -3.94 -0.40
N 3.29 -4.92 -1.40
C 4.47 -5.74 -1.21
C 2.56 -5.09 -2.51
O 2.81 -5.90 -3.39
H 3.71 -3.20 -0.27
H 2.73 -4.41 0.57
H 2.02 -3.42 -0.71
H 5.18 -5.59 -2.02
H 4.20 -6.80 -1.19
H 4.93 -5.47 -0.26
H 1.69 -4.41 -2.56
*
```

Record 6
ORCA calculation (ωB97M-V with the def2-TZVPD basis set) on a single C8H12O2S2 molecule at a distorted geometry.

HOMO energy (eV): -8.70
LUMO (eV): -1.058
DFT total energy (eV): -34252.909
Energy relative to the best compared isomer or geometry (same formula, charge and spin) (kJ/mol): 0.0
Gap between HOMO and LUMO (Ha): 0.2808

```
! wB97M-V def2-TZVPD RIJCOSX def2/J DEFGRID3
* xyz 0 1
C -0.55 -2.07 0.17
C 0.77 -1.83 0.24
C -1.45 0.31 0.27
C -1.02 1.51 -0.11
C 1.35 -0.81 -0.58
C 1.65 -2.61 1.18
C -0.72 2.59 0.89
C -0.81 1.89 -1.54
O -3.00 -1.65 -0.63
O 3.09 0.89 -1.29
S -1.67 -1.09 -0.87
S 2.84 -0.16 -0.30
H -1.04 -2.83 0.75
H 0.77 -0.40 -1.39
H -1.67 0.07 1.29
H 2.62 -2.12 1.31
H 1.82 -3.60 0.78
H 1.17 -2.71 2.15
H -0.82 2.23 1.91
H 0.31 2.94 0.74
H -1.38 3.44 0.74
H -1.46 2.73 -1.78
H 0.22 2.22 -1.70
H -1.03 1.07 -2.22
*
```